1.
This record from the OMol25 dataset describes one molecule with the formula C6H5NO in a non-equilibrium geometry. The level of theory is the ωB97M-V functional and the def2-TZVPD basis.

Kohn-Sham gap (spin up / spin down): 0.257 / 0.241 Ha
Energy relative to the best compared isomer or geometry (same formula, charge and spin): 13.4 kcal per mole
E_LUMO (spin up / spin down): 0.0336 / -0.0827 Eh
Multiplicity: 3
Total charge: 0

```
13
C6H5NO, DFT the ωB97M-V functional and the def2-TZVPD basis
C -0.97 -0.44 0.25
C -0.95 0.91 0.30
C 0.09 -1.22 -0.28
C 0.33 1.53 0.12
C 1.34 -1.14 0.07
C 1.57 1.08 0.00
N 2.34 -1.72 0.36
O 2.72 1.03 -0.15
H -2.01 -0.92 0.43
H -1.70 1.54 0.67
H -0.24 -1.88 -1.23
H 0.37 2.66 0.02
H 3.13 -1.25 0.14
```

Here are the natural (NBO) charges for atoms 1 to 4, given in e:
1 C -0.068
2 C -0.214
3 C -0.450
4 C -0.373


2.
This record from the OMol25 dataset describes one molecule with the formula C4H11NO2 in a non-equilibrium geometry. The level of theory is the ωB97M-V functional and the def2-TZVPD basis.

Kohn-Sham gap: 0.339 Ha
Energy relative to the best compared isomer or geometry (same formula, charge and spin): 71.6 kcal per mole
E_LUMO: 0.0259 Eh
SMILES: C[NH+](C)[C@@H]([O-])CO
Total charge: 0

```
18
C4H11NO2, DFT the ωB97M-V functional and the def2-TZVPD basis
C 1.47 -0.33 -0.86
N 0.46 0.50 -0.21
C 0.39 1.87 -0.68
C -1.13 -0.37 -0.20
O -1.11 -1.33 -0.95
C -1.09 -0.76 1.51
O -0.44 -2.01 1.60
H 1.14 -0.55 -1.88
H 2.44 0.18 -0.87
H 1.56 -1.27 -0.33
H 0.41 0.30 0.87
H -0.35 2.42 -0.11
H 1.36 2.37 -0.58
H 0.11 1.87 -1.74
H -1.82 0.48 -0.34
H -2.15 -0.85 1.77
H -0.68 -0.09 2.27
H -0.56 -2.43 0.73
```

Here are the natural (NBO) charges for atoms 1 to 4, given in e:
1 C -0.422
2 N -0.520
3 C -0.413
4 C 0.382


3.
This record from the OMol25 dataset describes a 2-piece molecular cluster, C5H12N4 overall in a non-equilibrium geometry. The level of theory is the ωB97M-V functional and the def2-TZVPD basis.

Kohn-Sham gap: 0.286 Ha
Energy relative to the best compared isomer or geometry (same formula, charge and spin): 108.4 kcal per mole
E_LUMO: -0.3246 Eh
Total charge: +2

```
21
C5H12N4, DFT the ωB97M-V functional and the def2-TZVPD basis
C -1.75 -1.20 0.57
C -0.76 -2.11 0.48
C -0.31 -3.28 0.19
C 0.23 2.47 -0.88
C -0.58 1.47 -1.58
N -1.68 0.02 0.05
N 0.38 -1.54 2.59
N -1.20 0.61 -0.89
N 1.60 2.40 -1.58
H -2.57 -1.41 1.28
H 0.41 -3.83 0.82
H -0.66 -3.63 -0.74
H 0.47 -2.47 2.65
H 0.55 2.24 0.24
H -0.26 3.44 -1.02
H 0.01 -1.07 3.46
H -0.73 1.70 -2.64
H 1.26 -1.12 2.19
H 1.45 2.82 -2.52
H 1.95 1.44 -1.64
H 2.21 3.06 -1.05
```

Here are the natural (NBO) charges for atoms 1 to 4, given in e:
1 C -0.191
2 C 0.310
3 C -0.392
4 C -0.268


4.
This record from the OMol25 dataset describes one molecule with the formula C6H13NS in a non-equilibrium geometry. The level of theory is the ωB97M-V functional and the def2-TZVPD basis.

Kohn-Sham gap: 0.344 Ha
Energy relative to the best compared isomer or geometry (same formula, charge and spin): 38.7 kcal per mole
E_LUMO: 0.0347 Eh
SMILES: CS[C@H]1C[C@@H](N)[C@H]1C
Total charge: 0

```
21
C6H13NS, DFT the ωB97M-V functional and the def2-TZVPD basis
C -3.46 -0.29 -0.19
S -1.82 0.43 -0.62
C -0.53 -0.20 0.54
C 0.31 -1.44 0.19
C 1.60 -0.65 0.12
N 2.25 -0.56 -1.23
C 0.81 0.59 0.72
C 1.06 1.83 -0.03
H -4.06 -0.29 -1.08
H -3.13 -1.29 0.18
H -4.04 0.19 0.60
H -1.13 -0.29 1.51
H 0.08 -1.95 -0.73
H 0.37 -2.18 1.02
H 2.39 -0.98 0.73
H 1.73 -0.04 -1.91
H 3.25 -0.16 -1.14
H 1.10 0.73 1.78
H 0.51 2.57 0.58
H 0.62 1.92 -1.01
H 2.09 2.05 -0.06
```

Here are the natural (NBO) charges for atoms 1 to 4, given in e:
1 C -0.725
2 S 0.146
3 C -0.334
4 C -0.438


5.
This record from the OMol25 dataset describes one molecule with the formula C6H13P in a non-equilibrium geometry. The level of theory is the ωB97M-V functional and the def2-TZVPD basis.

Kohn-Sham gap: 0.349 Ha
Energy relative to the best compared isomer or geometry (same formula, charge and spin): 48.7 kcal per mole
E_LUMO: 0.0425 Eh
SMILES: CC[C@@H]1[C@H](C)P1C
Total charge: 0

```
20
C6H13P, DFT the ωB97M-V functional and the def2-TZVPD basis
C -0.96 2.15 1.33
C -0.06 0.91 1.39
C -0.29 -0.11 0.27
C 0.74 -1.11 -0.21
C 2.07 -1.04 0.29
P 0.37 -0.03 -1.71
C -1.11 -0.91 -2.39
H -0.51 3.11 0.95
H -1.32 2.28 2.27
H -1.67 1.93 0.57
H -0.36 0.43 2.40
H 1.00 1.22 1.25
H -1.37 -0.36 0.21
H 0.38 -2.16 -0.11
H 2.35 -0.10 0.61
H 2.78 -1.11 -0.48
H 2.12 -1.87 1.08
H -0.74 -1.40 -3.42
H -2.04 -0.15 -2.64
H -1.40 -1.69 -1.65
```

Here are the natural (NBO) charges for atoms 1 to 4, given in e:
1 C -0.602
2 C -0.430
3 C -0.311
4 C -0.465


6.
This record from the OMol25 dataset describes a 2-piece molecular cluster, C3H9INO2 overall in a non-equilibrium geometry. The level of theory is the ωB97M-V functional and the def2-TZVPD basis.

Kohn-Sham gap: 0.322 Ha
Energy relative to the best compared isomer or geometry (same formula, charge and spin): 43.4 kcal per mole
E_LUMO: -0.1573 Eh
Total charge: +1

```
16
C3H9INO2, DFT the ωB97M-V functional and the def2-TZVPD basis
C 2.01 1.95 -0.13
C 0.92 1.35 -0.99
C -0.38 -1.28 -1.30
N 0.69 0.05 -0.85
O 2.44 1.21 0.88
O -0.22 -2.40 -0.56
I -4.17 -0.09 0.38
H 2.80 2.04 -0.86
H 1.47 2.83 0.07
H 0.48 2.13 -1.67
H -1.31 -0.76 -0.99
H 1.32 -0.25 -0.08
H -0.06 -1.34 -2.29
H -5.70 -0.15 0.68
H 3.17 0.70 0.58
H -0.89 -2.40 0.17
```

Here are the natural (NBO) charges for atoms 1 to 4, given in e:
1 C -0.123
2 C 0.242
3 C 0.201
4 N -0.531